--- one ---
45
Properties=species:S:1:pos:R:3 method="wB97M-V/def2-TZVPD" lumo_ev=0.44 homo_ev=-8.03 total_charge=0 orbital_gap_ev=8.47
C 3.21309 1.19267 3.80513
O 3.46317 0.01699 3.07572
C 2.39496 -0.67473 2.57818
C 1.06596 -0.28446 2.69539
C 0.06788 -1.05745 2.13448
C 0.36441 -2.23425 1.45365
O -0.69809 -2.93613 0.96014
C -0.53379 -3.73054 -0.20151
C -1.71191 -3.44642 -1.13564
C -1.70459 -1.96792 -1.51331
C -2.96463 -1.51912 -2.18863
O -3.83608 -2.23736 -2.61238
N -3.11512 -0.14327 -2.30865
C -2.29907 0.85382 -1.86387
N -1.10477 0.72722 -1.41563
C -0.56830 1.91939 -1.02151
C 0.79171 1.96518 -0.50362
C 1.60385 0.83056 -0.54893
C 2.90456 0.92973 -0.09245
C 3.34656 2.14454 0.40967
C 2.45318 3.20630 0.43182
N 1.21461 3.13019 -0.01478
C -1.38972 2.99689 -1.18640
S -2.89926 2.52293 -1.85836
C 1.69392 -2.63249 1.35016
C 2.69242 -1.85789 1.90539
H 4.19044 1.56245 4.11180
H 2.71589 1.95057 3.19025
H 2.60811 0.99186 4.69532
H 0.79354 0.62310 3.20984
H -0.96487 -0.75832 2.22252
H 0.40438 -3.48216 -0.70986
H -0.51394 -4.79039 0.08173
H -1.64422 -4.07736 -2.02123
H -2.64280 -3.68064 -0.61918
H -0.86417 -1.73561 -2.17179
H -1.57174 -1.37089 -0.60904
H -3.99273 0.14627 -2.72533
H 1.20660 -0.09103 -0.94043
H 3.56408 0.07563 -0.12459
H 4.35360 2.26274 0.77750
H 2.74359 4.17357 0.82328
H -1.17677 4.01945 -0.95653
H 1.95663 -3.55467 0.85419
H 3.72506 -2.16203 1.83411

=====

--- two ---
45
Properties=species:S:1:pos:R:3 method="wB97M-V/def2-TZVPD" lumo_ev=0.54 homo_ev=-8.44 total_charge=0 orbital_gap_ev=8.99
O 0.90117 1.33832 2.95570
C 1.40814 1.30561 1.85803
C 2.80420 0.70609 1.65692
C 2.74259 -0.63424 0.90420
S 1.17159 -1.52417 1.16821
C 0.70725 -1.35391 -0.54670
N -0.35542 -1.69237 -1.11899
C -1.50805 -2.14950 -0.50256
C -2.07667 -1.48397 0.58197
C -3.27320 -1.92811 1.11025
C -3.90739 -3.03704 0.57553
C -3.34615 -3.69577 -0.50677
C -2.15880 -3.25143 -1.05409
N 1.76036 -0.82293 -1.26246
C 1.64196 -0.56554 -2.68313
C 1.08590 0.84411 -2.91385
O 1.80359 1.81646 -2.19069
C 2.86745 -0.41592 -0.58861
O 3.83463 0.08791 -1.11648
N 0.82264 1.74548 0.71437
C -0.49364 2.21263 0.56816
C -0.81651 2.88471 -0.60837
C -2.10955 3.31794 -0.82936
C -3.09439 3.08801 0.11702
C -2.77173 2.42911 1.29031
C -1.48037 1.99126 1.52390
H 3.22047 0.55003 2.65262
H 3.45184 1.39095 1.10458
H 3.55986 -1.27994 1.23531
H -1.59226 -0.60866 0.98724
H -3.71008 -1.40386 1.94704
H -4.83903 -3.38420 0.99657
H -3.83986 -4.55817 -0.93023
H -1.71264 -3.75629 -1.89740
H 0.97506 -1.31086 -3.11520
H 2.64646 -0.65156 -3.10842
H 1.10052 1.06542 -3.98878
H 0.05590 0.90083 -2.55228
H 2.74699 1.71933 -2.38293
H 1.37669 1.81406 -0.13435
H -0.04665 3.06857 -1.34253
H -2.34819 3.83822 -1.74540
H -4.10511 3.42445 -0.05830
H -3.53205 2.24981 2.03582
H -1.23503 1.49080 2.44574

=====

What are the relative energies? In kJ/mol: one 137.3; two 0.0.

=====

--- one ---
51
Properties=species:S:1:pos:R:3 method="wB97M-V/def2-TZVPD" lumo_ev=0.55 homo_ev=-8.39 total_charge=0 orbital_gap_ev=8.93
Be 0.08886 -0.11702 0.15507
O -4.00898 -1.99855 -0.68580
C -3.13592 -0.95640 -0.84524
O -3.41975 -0.13999 -1.73411
O -2.17702 -0.90542 -0.02388
H -3.49619 -2.66980 -0.21579
O 4.40333 0.43742 0.28284
C 3.06431 0.68289 0.41572
O 2.31051 0.17754 -0.46988
O 2.67562 1.41464 1.32227
H 4.31664 -0.31479 -0.32992
C 0.00374 -3.11171 -1.15074
O 0.66543 -2.20259 -0.65276
N -0.84647 -2.85904 -2.18120
N -0.03078 -4.40186 -0.68585
H -1.55745 -3.48984 -2.49788
H -0.89531 -1.88123 -2.44730
H 0.62032 -4.72833 0.00297
H -0.28225 -5.06070 -1.40453
C 1.42119 -1.79060 3.19603
O 0.80099 -1.54719 2.18398
N 1.96329 -0.87687 4.06422
N 1.80878 -3.07622 3.48257
H 2.68432 -1.15851 4.69779
H 1.47028 -0.01939 4.24676
H 2.30864 -3.32562 4.31383
H 1.78346 -3.75538 2.74527
C 0.12954 0.35446 -3.50858
O -0.22437 0.00225 -2.38754
N -0.58802 1.30428 -4.19666
N 1.31698 -0.03481 -4.03172
H -0.02295 2.02057 -4.62463
H -1.38283 1.65436 -3.67752
H 1.54958 0.25366 -4.96345
H 1.95660 -0.53252 -3.43952
C -1.34012 2.85456 -1.23074
O -0.66387 2.08729 -0.55393
N -0.84230 4.07771 -1.63852
N -2.53351 2.54324 -1.77776
H 0.03381 4.40977 -1.28615
H -1.42876 4.62845 -2.23336
H -2.93403 1.59623 -1.62598
H -3.10401 3.22187 -2.24751
C -0.37984 1.76204 3.11177
O -0.62437 0.94633 2.21423
N 0.82876 2.33835 3.29307
N -1.35896 2.19491 3.96612
H 0.92871 3.02114 4.02186
H 1.60498 2.16676 2.64858
H -2.25494 1.74827 3.93066
H -1.20568 3.05538 4.45285

=====

--- two ---
51
Properties=species:S:1:pos:R:3 method="wB97M-V/def2-TZVPD" lumo_ev=0.39 homo_ev=-7.88 total_charge=0 orbital_gap_ev=8.27
Be -0.14109 -0.43838 -0.01455
O -4.43493 0.82414 0.32549
C -3.11374 0.52078 0.47979
O -2.49665 1.01637 1.46257
O -2.58443 -0.34378 -0.25283
H -4.54362 1.28536 1.17228
O 0.42164 -0.46197 -5.00323
C -0.32152 -0.06723 -3.92082
O 0.11780 -0.19556 -2.77062
O -1.49289 0.31281 -4.24141
H -0.24018 -0.34824 -5.69938
C 1.34700 -3.65273 -1.04125
O 0.95409 -2.58809 -0.57366
N 2.58916 -4.15757 -0.85068
N 0.54258 -4.45838 -1.75557
H 2.83646 -4.99601 -1.33800
H 3.23665 -3.61547 -0.30825
H 0.87153 -5.38939 -1.92946
H -0.37575 -4.16316 -2.03258
C 2.75144 0.69836 -1.13902
O 2.08219 -0.03064 -0.40759
N 3.96178 1.20788 -0.75082
N 2.41413 1.11563 -2.36832
H 4.53954 1.75643 -1.34988
H 4.14664 0.72897 0.12211
H 3.01191 1.68570 -2.93031
H 1.44585 0.93445 -2.62376
C -0.57378 2.85177 -1.01033
O -0.02145 1.95142 -0.39292
N -1.34396 2.60926 -2.08918
N -0.62920 4.18994 -0.66533
H -1.27062 1.70852 -2.55417
H -1.96955 3.33952 -2.36531
H -1.25590 4.85300 -1.07517
H -0.09565 4.51210 0.12369
C -1.42866 -2.18220 2.81771
O -0.50131 -2.21294 1.99771
N -1.20254 -2.33795 4.14305
N -2.71204 -2.00054 2.48142
H -1.97933 -2.47388 4.76276
H -0.27406 -2.59080 4.42856
H -3.01650 -1.80929 1.54170
H -3.29223 -1.94929 3.29816
C 0.57603 1.38236 2.76024
O 0.67273 0.34355 2.10204
N 1.62413 1.88833 3.43830
N -0.50097 2.20323 2.65963
H 1.36235 2.59811 4.10273
H 2.34876 1.22255 3.65129
H -1.33163 1.90832 2.15030
H -0.71022 2.81465 3.43285

=====

What are the relative energies? In kJ/mol: one 0.0; two 117.3.

=====

--- one ---
17
Properties=species:S:1:pos:R:3 method="wB97M-V/def2-TZVPD" lumo_ev=3.03 homo_ev=-2.56 total_charge=-1 orbital_gap_ev=5.60
C -0.92388 -1.00952 0.70117
C -0.53588 0.44912 0.45161
C -0.79229 0.93468 -1.02436
S -2.29833 0.35969 -1.89432
N 0.84512 0.67741 0.72199
C 2.02198 -0.29665 0.41753
O 3.15257 0.35522 0.49776
H -1.84482 -1.26845 0.18520
H -0.12844 -1.61721 0.29383
H -0.93542 -1.23256 1.76920
H -1.15714 1.03163 1.11124
H -0.73781 2.01514 -0.97902
H 0.08714 0.58804 -1.54979
H -1.67449 -0.61987 -2.54917
H 1.24016 1.40792 1.28947
H 1.93605 -1.10670 1.15962
H 1.74547 -0.66790 -0.60195

=====

--- two ---
17
Properties=species:S:1:pos:R:3 method="wB97M-V/def2-TZVPD" lumo_ev=3.07 homo_ev=-2.57 total_charge=-1 orbital_gap_ev=5.64
N -0.23519 1.98943 -0.86346
C -0.02764 1.08371 0.30508
C 1.45355 0.65473 0.65333
O 2.12879 1.79595 1.16530
C -1.08758 -0.10078 -0.15244
C -0.65576 -1.52402 0.04066
S -0.26439 -2.72827 -1.24613
H 0.62228 1.86262 -1.34214
H -0.09769 3.01307 -0.66886
H -0.54281 1.47222 1.23531
H 1.40286 -0.21350 1.51886
H 1.87496 0.07334 -0.18000
H -1.23330 -0.11192 -1.28702
H -1.85010 0.21367 0.49715
H 0.35111 -1.55778 0.43138
H -1.26546 -2.07647 0.61862
H -0.57365 -3.84600 -0.72566

=====

What are the relative energies? In kJ/mol: one 0.0; two 171.5.

=====

--- one ---
10
Properties=species:S:1:pos:R:3 method="wB97M-V/def2-TZVPD" lumo_ev=-0.18 homo_ev=-9.44 total_charge=0 orbital_gap_ev=9.25
H 1.48380 -2.04030 -0.80261
N 0.88502 -1.21722 -0.46865
N 1.62623 -0.35123 -0.08688
O 2.83741 -0.31648 -0.11999
S 0.75617 1.08490 0.53641
C -0.95695 0.61585 0.64570
N -1.54523 0.81966 -0.78790
O -2.40720 0.05987 -1.07547
H -1.30272 1.57525 1.02517
H -1.37652 -0.23032 1.13422

=====

--- two ---
10
Properties=species:S:1:pos:R:3 method="wB97M-V/def2-TZVPD" lumo_ev=0.22 homo_ev=-10.52 total_charge=0 orbital_gap_ev=10.74
N -2.29956 -0.24638 -1.25266
C -1.60452 0.45321 -0.69229
N -0.61758 1.13552 -0.08992
S 0.92397 0.03134 -0.06655
N 0.61993 -1.05693 1.02425
O 0.84804 -0.50630 -1.37305
O 1.94664 0.86635 0.43699
H -0.36657 2.10135 -0.60903
H -0.13910 -1.76270 0.62998
H 0.68876 -1.01544 1.99229

=====

What are the relative energies? In kJ/mol: one 374.0; two 0.0.